Model P:
Below is a gas-phase ion, C4H8N (charge +1), with properties calculated with the ωB97M-V functional and the def2-TZVPD basis.

The geometry in XYZ format:
```
13
C4H8N (the ωB97M-V functional and the def2-TZVPD basis)
C -1.288 0.708 0.332
C -0.154 -0.213 0.383
C -0.031 -1.268 1.195
C 1.098 0.316 -1.599
N 1.063 0.066 -0.353
H -1.780 0.721 1.303
H -1.073 1.758 0.125
H -2.047 0.429 -0.408
H 0.912 -1.806 1.226
H -0.790 -1.720 1.814
H 2.013 0.625 -2.067
H 0.176 0.220 -2.156
H 1.900 0.164 0.205
```

Calculated values
Highest occupied orbital energy   -14.77 eV
LUMO level   -5.4 eV
SMILES string   C=[NH+]C(=C)C
Molar mass   70.1 g/mol
Net charge   +1

Model Q:
Below is a gas-phase ion, C4H8N (charge +1), with properties calculated with the ωB97M-V functional and the def2-TZVPD basis.

The geometry in XYZ format:
```
13
C4H8N (the ωB97M-V functional and the def2-TZVPD basis)
C -1.555 -0.461 -0.155
C -2.379 0.392 0.364
C -0.210 -1.034 -0.300
C 0.994 -0.507 0.484
N 1.784 0.555 -0.264
H -2.322 1.185 1.085
H -3.201 0.526 -0.315
H -0.183 -2.039 -0.016
H 0.142 -1.029 -1.353
H 0.717 -0.045 1.485
H 2.050 0.202 -1.156
H 2.619 0.679 0.423
H 1.542 1.575 -0.285
```

Calculated values
Highest occupied orbital energy (alpha / beta)   -12.53 / -14.35 eV
LUMO level (alpha / beta)   -5.9 / -4.2 eV
Molar mass   70.1 g/mol
Net charge   +1

Which is the most stable structure? model P is the most stable.